The following is a quantum chemistry calculation of the molecule C3H5FN4, from the OMol25 dataset.

Element x y z (Å)
1 C -1.515 -1.079 -0.055
2 N -0.186 -0.740 -0.384
3 N 0.711 -1.635 -0.462
4 N 1.865 -1.166 -0.402
5 C 1.912 0.181 -0.139
6 F 3.005 0.805 -0.001
7 C 0.689 0.790 -0.043
8 N 0.068 1.873 0.477
9 H -1.771 -0.589 0.961
10 H -2.307 -0.639 -0.842
11 H -1.717 -2.209 -0.114
12 H -0.712 1.676 1.158
13 H -0.041 2.732 -0.154

Computed properties:
F_max (eV/A): 5.0
E_LUMO (eV): 0.5
Electronic energy (a.u.): -436.07624
Structure (SMILES): Cn1nnc(F)c1N
Energy above the lowest of the compared OMol25 structures with the same formula, charge and spin (kJ/mol): 316.04
M (g/mol): 116.10

Atom charges from the Mulliken analysis, given in e for atoms 1 to 6: number 1, C, carries -0.721; number 2, N, carries 0.517; number 3, N, carries -0.490; number 4, N, carries -0.460; number 5, C, carries 0.241; number 6, F, carries -0.254